No. 1
The following is a quantum chemistry calculation of a 14-piece molecular cluster, C28H84O22 overall at a distorted geometry, from OMol25.

```
134
Properties=species:S:1:pos:R:3:lowdin_charge:R:1
C -4.77892 -0.77606 2.14030 -0.1909
C -5.88374 0.19732 1.53169 -0.2274
O -5.69514 0.67803 0.22311 -0.0510
O -3.63504 0.02089 2.40754 -0.1401
H -4.57732 -1.61929 1.42091 0.1348
H -5.18035 -1.18007 3.00850 0.0870
H -5.94075 1.04174 2.22164 0.0970
H -6.85253 -0.40735 1.57054 0.1340
H -5.47745 1.59154 0.12072 0.0722
H -3.41156 0.20304 3.37047 0.0525
C 3.57015 1.75433 -4.11025 -0.2220
C 3.07630 2.24133 -2.76741 -0.1926
O 4.16136 2.43839 -1.79540 -0.0911
O 4.20022 0.48173 -3.93502 -0.0688
H 4.20830 2.48483 -4.55501 0.1155
H 2.78635 1.63560 -4.85932 0.1092
H 2.28229 1.64027 -2.23072 0.1201
H 2.58491 3.21807 -2.97039 0.1099
H 4.94243 1.94196 -2.05033 0.0897
H 3.47836 -0.13558 -3.96150 0.0197
C 0.46233 -5.90956 -0.07215 -0.2626
C -0.83753 -5.26568 -0.38972 -0.2518
O -0.71690 -3.90006 -0.69509 -0.0789
O 1.15633 -6.21300 -1.25565 -0.0483
H 0.38602 -6.81940 0.56691 0.1309
H 1.02445 -5.27553 0.60777 0.1179
H -1.66538 -5.36605 0.29156 0.1124
H -1.16448 -5.79342 -1.26189 0.1005
H -0.33164 -3.41518 0.06158 0.0572
H 1.79883 -5.49896 -1.39801 0.0685
C 0.44392 0.90781 5.68469 -0.2275
C 1.74605 0.22656 5.93842 -0.2374
O 1.93570 -0.81854 4.97587 -0.0734
O -0.65080 -0.00006 5.89897 -0.0717
H 0.52880 1.30407 4.67041 0.0981
H 0.33870 1.74928 6.38856 0.1306
H 1.85664 -0.18783 6.99264 0.1438
H 2.50865 0.98984 5.87181 0.1160
H 2.44224 -0.46430 4.24160 0.0278
H -0.37086 -0.87038 5.59782 0.0729
C 2.42812 -2.45820 -6.17186 -0.2587
C 1.95634 -1.03952 -6.08937 -0.2570
O 1.67076 -0.54378 -4.80463 -0.0994
O 1.46117 -3.48160 -6.16255 -0.0442
H 3.12653 -2.52745 -5.30826 0.1144
H 3.05194 -2.53693 -7.16356 0.1561
H 1.07708 -0.96123 -6.75048 0.1243
H 2.71897 -0.29194 -6.47962 0.1395
H 1.01879 -1.02587 -4.27578 0.0674
H 1.21095 -3.64035 -5.26511 0.0376
C 4.79075 -2.54382 -1.45023 -0.2935
C 3.56055 -2.76435 -2.24800 -0.2424
O 2.49020 -3.34394 -1.55519 -0.0382
O 4.63202 -1.90036 -0.25281 -0.0722
H 5.55429 -2.01692 -2.00601 0.1190
H 5.24087 -3.54528 -1.18837 0.1401
H 3.79133 -3.43486 -3.05052 0.1211
H 3.29654 -1.81250 -2.64729 0.0927
H 2.34539 -2.86609 -0.75649 0.0684
H 4.22443 -0.98154 -0.36511 0.0629
C 2.13163 0.92035 1.86678 -0.2072
C 2.16000 0.43698 0.47480 -0.1853
O 3.51796 0.46160 -0.02279 -0.0976
O 3.05004 0.20490 2.72357 -0.0804
H 1.20979 0.79213 2.39947 0.0874
H 2.45842 1.97785 1.92934 0.1335
H 1.62676 1.16533 -0.10563 0.0990
H 1.73849 -0.61013 0.42093 0.1313
H 3.59063 1.32249 -0.50576 0.0672
H 3.86037 0.03661 2.19822 0.1109
C -0.22705 -1.92466 2.68617 -0.2477
C -1.43002 -2.71860 2.91571 -0.2174
O -1.94940 -2.46128 4.24063 -0.0720
O 0.15551 -1.97366 1.32961 -0.0897
H 0.63270 -2.11992 3.33591 0.1297
H -0.39569 -0.90141 2.93537 0.0984
H -1.33273 -3.82312 2.83896 0.1331
H -2.20494 -2.43113 2.19062 0.1160
H -2.93208 -2.41326 4.17023 0.0966
H -0.40196 -1.33896 0.82544 0.0707
C -1.53473 -0.12416 -1.26817 -0.0549
C -1.57991 1.04199 -0.26847 -0.2411
O -1.38728 0.54021 1.09286 -0.1474
H -2.16009 -0.93884 -0.91733 0.0793
H -0.52795 -0.44681 -1.45110 0.0585
H -1.89738 0.34946 -2.19826 0.0891
H -2.48397 1.59365 -0.37262 0.1028
H -0.74964 1.70985 -0.53586 0.0951
H -2.28851 0.33379 1.50540 0.0689
C -2.38424 3.47611 2.71886 -0.0454
C -0.88931 3.42483 3.13941 -0.2225
O -0.15972 2.75705 2.06221 -0.1343
H -2.36614 3.89212 1.71210 0.0778
H -3.04007 4.00862 3.40307 0.0718
H -2.65461 2.44577 2.71177 0.0415
H -0.82275 2.89536 4.09875 0.0901
H -0.36815 4.38647 3.19177 0.1153
H -0.66170 1.95843 1.88676 0.0166
C 1.93830 5.59567 -0.70314 -0.0672
C 1.29537 4.49570 0.13415 -0.3402
O -0.05594 4.53225 -0.13889 -0.0805
H 1.36618 5.51194 -1.66832 0.0863
H 2.97839 5.34109 -1.04364 0.0852
H 2.00271 6.52282 -0.18434 0.0566
H 1.42380 4.65241 1.22909 0.1207
H 1.86157 3.60443 -0.22529 0.1039
H -0.50239 3.91791 0.41422 0.0277
C -0.78873 4.51113 -4.54022 -0.0679
C -0.76564 3.20759 -3.71042 -0.3209
O 0.17213 3.36210 -2.70999 -0.1138
H -1.38301 4.24985 -5.44208 0.0790
H 0.16861 4.81344 -4.86510 0.0499
H -1.23249 5.32197 -3.94589 0.0795
H -0.43084 2.28686 -4.29381 0.1343
H -1.69190 3.02643 -3.28434 0.0780
H -0.17315 3.69584 -1.87357 0.0447
C -1.26608 -4.51957 -4.12959 -0.0478
C -1.34864 -3.05686 -3.67234 -0.2916
O -0.07455 -2.49401 -3.33740 -0.1299
H -0.51732 -4.49635 -4.89843 0.0526
H -2.11521 -4.72574 -4.75185 0.0742
H -1.07942 -5.21639 -3.36499 0.0454
H -2.13001 -2.82723 -2.82696 0.1269
H -1.71736 -2.41857 -4.53414 0.1253
H 0.33868 -2.99359 -2.60583 0.0659
C -4.95951 2.03678 4.95100 -0.0552
C -3.86625 1.31618 5.76899 -0.2345
O -3.30045 0.29786 4.93639 -0.0916
H -5.57281 1.31830 4.37835 0.0711
H -4.57664 2.74771 4.27679 0.0226
H -5.70564 2.60402 5.54659 0.0899
H -4.36957 0.87339 6.63709 0.1122
H -3.09389 1.90331 6.24912 0.1124
H -2.52650 -0.01845 5.36514 0.0386
```

Its largest force on an atom is 3.576 eV/A. For the gap between HOMO and LUMO, the calculation gives 10.1 eV. The spin multiplicity is 1. As for the HOMO energy: -9.7 eV. The total energy is -2772.2947 Ha.


No. 2
The following is a quantum chemistry calculation of a 14-piece molecular cluster, C28H84O28 overall at a distorted geometry, from OMol25.

```
140
Properties=species:S:1:pos:R:3:lowdin_charge:R:1
C 12.04027 -20.85809 15.77675 -0.2367
C 12.47450 -22.11856 16.49671 -0.2520
O 13.78317 -22.53897 16.31173 -0.0690
O 12.91080 -19.83125 16.15602 -0.0458
H 11.07928 -20.46730 16.11124 0.1258
H 12.01614 -21.20012 14.74208 0.1129
H 12.01539 -23.07062 16.23045 0.1268
H 12.27093 -21.93950 17.55246 0.1272
H 13.64593 -23.44508 16.02583 0.0634
H 13.72743 -20.22333 16.47380 0.0092
C 19.23601 -26.96591 19.75690 -0.2323
C 17.73782 -27.00199 20.21494 -0.1685
O 16.99741 -25.99808 19.46349 -0.0989
O 19.42109 -27.69566 18.57624 -0.0614
H 19.96170 -27.26213 20.51434 0.1174
H 19.47289 -25.93726 19.48514 0.0978
H 17.70204 -26.79536 21.28458 0.1090
H 17.25057 -27.97003 20.09843 0.1186
H 17.59050 -25.39900 19.00420 0.0400
H 18.52123 -27.77019 18.25021 0.0762
C 14.49927 -24.86939 13.02142 -0.2736
C 14.06305 -25.76551 14.10718 -0.2387
O 14.51089 -25.28526 15.37810 -0.0574
O 15.84842 -25.11730 12.86069 -0.0481
H 14.22629 -23.82090 13.14073 0.1304
H 14.08826 -25.15437 12.05294 0.1221
H 14.39567 -26.79372 13.96490 0.1281
H 12.97328 -25.76341 14.12962 0.1281
H 15.46118 -25.42127 15.37104 0.0930
H 15.97982 -26.01728 13.16787 0.0796
C 13.28779 -25.35347 19.92599 -0.1928
C 11.87125 -25.28658 19.22888 -0.2555
O 11.90860 -26.09328 18.11241 -0.0772
O 14.28904 -24.83516 19.02895 -0.0780
H 13.41552 -26.43003 20.03913 0.1148
H 13.24805 -24.89665 20.91484 0.1065
H 11.46183 -24.36167 18.82266 0.1070
H 11.08560 -25.71030 19.85443 0.1161
H 12.54788 -25.69767 17.51540 0.0624
H 15.10617 -25.31701 19.17632 0.0336
C 24.50801 -26.31935 16.29686 -0.2504
C 24.43069 -27.09177 17.66694 -0.2549
O 24.11466 -28.43959 17.60005 -0.0486
O 23.27745 -26.09506 15.69852 -0.0555
H 25.15600 -26.84662 15.59672 0.1193
H 25.06330 -25.42009 16.56349 0.0970
H 23.80795 -26.63592 18.43668 0.1159
H 25.46100 -26.97130 18.00168 0.1085
H 23.23369 -28.70675 17.87229 0.0904
H 22.82473 -26.92202 15.87956 0.0802
C 21.05842 -20.51436 22.24319 -0.1848
C 21.35115 -21.40129 23.48268 -0.2124
O 22.72402 -21.66010 23.82622 -0.0833
O 21.55536 -19.17688 22.54491 -0.0707
H 19.99965 -20.37983 22.02181 0.1038
H 21.62146 -21.05163 21.48002 0.1059
H 20.75755 -22.31486 23.44916 0.1092
H 21.06904 -20.89126 24.40375 0.1164
H 23.43430 -21.27205 23.30996 0.0903
H 21.91346 -18.76628 21.75448 0.0730
C 16.85457 -20.09404 21.72141 -0.2217
C 15.68782 -19.13697 21.30437 -0.1818
O 14.38438 -19.76037 21.52047 -0.0903
O 16.91876 -21.24434 20.90437 -0.0783
H 16.72251 -20.60954 22.67268 0.1191
H 17.72208 -19.43425 21.73596 0.1105
H 15.72963 -18.92458 20.23608 0.1021
H 15.62803 -18.18774 21.83681 0.1160
H 13.77650 -19.11128 21.88206 0.0726
H 16.12915 -21.78723 20.96248 0.0926
C 24.25484 -23.61959 20.07343 -0.1986
C 25.54466 -24.41506 20.09946 -0.2454
O 26.18103 -24.25373 18.87085 -0.0619
O 24.54694 -22.21674 19.82551 -0.0727
H 23.65104 -23.90395 20.93521 0.1199
H 23.63637 -23.87420 19.21275 0.1123
H 25.36291 -25.48785 20.16406 0.1109
H 26.16119 -24.10951 20.94481 0.1226
H 25.73808 -23.56352 18.37186 0.0644
H 23.91406 -21.65636 20.28051 0.0757
C 23.42483 -18.44830 16.26365 -0.2056
C 22.42246 -18.76047 17.42703 -0.1485
O 22.98515 -18.09299 18.59549 -0.1052
O 24.30366 -19.53396 16.10334 -0.0857
H 23.80154 -17.43591 16.40948 0.1204
H 23.00521 -18.40824 15.25845 0.1214
H 22.43254 -19.83332 17.61935 0.0989
H 21.45329 -18.26167 17.42463 0.1239
H 22.88042 -17.14651 18.47379 0.0747
H 24.54407 -19.57696 17.03175 0.0781
C 27.47186 -21.21004 15.57139 -0.1749
C 27.50545 -21.14570 17.21756 -0.1895
O 26.26894 -20.81059 17.84340 -0.0820
O 27.28927 -19.87483 15.06355 -0.0758
H 26.71980 -21.95843 15.32157 0.0904
H 28.45216 -21.53868 15.22625 0.1142
H 28.26656 -20.38528 17.39240 0.1049
H 27.86115 -22.11086 17.57818 0.1046
H 26.10548 -21.18843 18.71064 0.0561
H 26.44806 -19.53043 15.37235 0.0456
C 24.10342 -22.94345 13.90130 -0.1932
C 22.74831 -22.18922 14.44159 -0.2000
O 23.09981 -21.82634 15.70429 -0.1006
O 24.80512 -22.01605 13.11233 -0.0835
H 23.81387 -23.73941 13.21522 0.1111
H 24.74556 -23.32997 14.69273 0.1003
H 22.10210 -23.04950 14.61604 0.1077
H 22.30818 -21.43675 13.78724 0.1281
H 23.51965 -20.96811 15.61060 0.0375
H 25.05303 -21.22198 13.59148 0.0658
C 22.20197 -26.79278 24.40290 -0.3038
C 21.97950 -25.31280 24.41444 -0.2213
O 23.18957 -24.50148 24.56821 -0.0741
O 23.12962 -27.16277 23.46348 -0.0427
H 21.33641 -27.41200 24.16734 0.1237
H 22.45655 -27.17107 25.39295 0.1165
H 21.27964 -25.13090 25.23005 0.1198
H 21.52287 -25.04729 23.46098 0.1105
H 22.88265 -23.62228 24.80145 0.0461
H 23.77615 -26.45313 23.46078 0.0776
C 16.23747 -20.40511 16.34784 -0.2321
C 16.74740 -18.94412 16.46416 -0.2176
O 17.24646 -18.69867 17.74755 -0.0669
O 15.19784 -20.54890 17.22550 -0.0859
H 17.01505 -21.11959 16.61800 0.1122
H 15.89539 -20.78024 15.38328 0.1264
H 15.95421 -18.21966 16.27945 0.1187
H 17.56528 -18.69999 15.78624 0.1155
H 16.85428 -19.36187 18.32023 0.0489
H 14.71791 -21.37494 17.13096 0.0471
C 19.46800 -22.76829 19.01949 -0.2195
C 20.47863 -22.99136 17.85060 -0.2063
O 21.48529 -22.01360 17.97539 -0.0935
O 18.34189 -23.59952 18.85241 -0.0862
H 19.07374 -21.75777 19.12677 0.1138
H 19.84856 -22.94932 20.02473 0.1113
H 19.89756 -22.73323 16.96526 0.1138
H 20.89758 -23.98481 17.69052 0.1198
H 22.06000 -22.00077 17.20653 0.0295
H 17.66935 -22.92867 18.71361 0.0827
```

Its largest force on an atom is 5.178 eV/A. For the gap between HOMO and LUMO, the calculation gives 9.3 eV. The spin multiplicity is 1. As for the HOMO energy: -9.3 eV. The total energy is -3223.5193 Ha.


LUMO energy for every record listed, in sequence, given in eV: 0.33 0.04.